No. 1
69
Properties=species:S:1:pos:R:3 method="wB97M-V/def2-TZVPD" de_lowest_kcal_mol=4.0 homo_lumo_gap_ev=8.57 homo_energy_ev=-8.1 lumo_ev=0.51 charge=0
C -5.466 -2.802 -0.871
C -4.743 -1.451 -0.922
N -3.368 -1.424 -0.462
C -2.453 -2.229 -1.253
C -1.011 -1.933 -0.824
N -0.778 -2.159 0.592
C -0.659 -3.552 0.983
C 0.677 -4.147 0.509
N 1.781 -3.268 0.806
C 2.402 -2.550 -0.164
O 2.262 -2.785 -1.346
C 3.284 -1.435 0.380
C 2.374 -0.258 0.760
C 3.234 0.927 1.207
N 4.165 1.380 0.190
C 3.552 2.020 -0.977
C 2.400 2.889 -0.618
N 1.122 2.417 -0.703
C 0.353 3.386 -0.298
C -1.083 3.300 -0.172
C -1.856 4.362 0.295
C -3.223 4.212 0.436
C -3.815 2.999 0.117
Cl -5.521 2.807 0.314
C -3.062 1.934 -0.357
C -1.701 2.093 -0.503
O 1.046 4.492 0.049
C 2.353 4.175 -0.151
C 3.406 5.175 0.144
C 5.040 0.285 -0.194
C 4.305 -0.978 -0.662
C -1.753 -1.402 1.353
C -3.202 -1.707 0.951
H -4.967 -3.535 -1.501
H -6.484 -2.679 -1.232
H -5.508 -3.182 0.147
H -5.301 -0.731 -0.314
H -4.741 -1.089 -1.956
H -2.580 -1.964 -2.305
H -2.653 -3.310 -1.145
H -0.313 -2.530 -1.410
H -0.797 -0.879 -1.014
H -0.685 -3.582 2.077
H -1.471 -4.196 0.612
H 0.830 -5.116 0.997
H 0.683 -4.295 -0.572
H 1.837 -2.932 1.754
H 3.806 -1.789 1.277
H 1.776 0.040 -0.102
H 1.686 -0.542 1.558
H 2.597 1.763 1.501
H 3.834 0.640 2.077
H 3.178 1.288 -1.706
H 4.335 2.618 -1.456
H -1.383 5.298 0.548
H -3.828 5.029 0.798
H -3.521 0.988 -0.595
H -1.087 1.287 -0.870
H 4.374 4.683 0.149
H 3.407 5.965 -0.607
H 3.227 5.632 1.115
H 5.710 0.640 -0.981
H 5.649 0.043 0.684
H 3.781 -0.795 -1.600
H 5.031 -1.773 -0.845
H -1.615 -1.602 2.419
H -1.555 -0.342 1.168
H -3.880 -1.064 1.518
H -3.433 -2.758 1.200

***

No. 2
65
Properties=species:S:1:pos:R:3 method="wB97M-V/def2-TZVPD" de_lowest_kcal_mol=8.7 homo_lumo_gap_ev="7.04 / 5.27" homo_energy_ev="-6.3 / -7.3" lumo_ev="0.77 / -2.01" spin_multiplicity=5 charge=0
O 1.548 -4.209 -2.773
C 2.639 -4.996 -2.195
C 2.834 -5.865 -3.431
H 2.270 -5.551 -1.325
H 3.506 -4.367 -1.955
C 1.635 -5.019 -3.981
H 2.585 -6.921 -3.284
H 3.774 -5.685 -3.965
C 0.405 -5.875 -4.212
H 0.205 -6.509 -3.341
H 0.606 -6.516 -5.079
H -0.465 -5.246 -4.430
C 1.998 -4.215 -5.212
H 2.907 -3.632 -5.037
H 1.166 -3.557 -5.485
H 2.176 -4.921 -6.032
Co -1.145 2.863 1.073
C 0.073 4.308 0.433
C 0.892 4.029 1.605
C 1.692 2.894 1.316
H 0.946 4.666 2.488
C 1.415 2.457 -0.006
C 0.396 3.278 -0.545
H 0.047 3.265 -1.578
H -0.462 5.234 0.231
H 2.450 2.471 1.975
H 1.971 1.701 -0.554
C -3.312 3.151 0.835
C -2.491 3.104 -0.370
C -2.314 1.702 -0.704
H -2.306 3.954 -1.014
C -2.948 0.926 0.291
C -3.561 1.801 1.233
H -4.189 1.498 2.065
H -3.772 4.054 1.230
H -1.862 1.331 -1.615
H -3.024 -0.155 0.285
O 0.004 -0.395 0.131
C 0.153 -0.671 -1.273
C 1.365 -1.579 -1.449
H 0.322 0.280 -1.807
H -0.794 -1.090 -1.650
C 1.679 -2.076 -0.038
H 2.190 -0.973 -1.841
H 1.183 -2.389 -2.149
C 1.120 -0.972 0.851
H 2.725 -2.320 0.140
H 1.078 -2.970 0.158
H 1.873 -0.189 1.058
H 0.753 -1.352 1.816
C -1.709 5.262 3.413
C -1.540 3.866 3.852
C -1.559 3.408 5.190
C -1.409 2.014 5.149
C -1.308 1.643 3.789
C -1.210 0.274 3.266
N -1.349 2.789 3.013
H -2.701 5.625 3.718
H -1.609 5.394 2.328
H -0.964 5.888 3.926
H -1.665 4.053 6.054
H -1.379 1.316 5.982
H -0.349 -0.226 3.735
H -2.110 -0.308 3.526
H -1.077 0.251 2.176

***

No. 3
73
Properties=species:S:1:pos:R:3 method="wB97M-V/def2-TZVPD" de_lowest_kcal_mol=28.1 homo_lumo_gap_ev="7.20 / 7.85" homo_energy_ev="-14.0 / -14.0" lumo_ev="-6.83 / -6.18" spin_multiplicity=2 charge=+2
Cr 0.323 0.126 0.601
C 0.296 2.271 3.652
C -0.750 1.175 3.718
S -0.347 -0.378 2.899
C 1.116 -0.922 3.844
C 2.345 -1.234 3.002
S 2.797 0.010 1.759
C 3.289 1.401 2.796
C 2.665 2.707 2.331
S 0.908 2.569 1.967
H 1.154 2.042 4.282
H -0.135 3.204 4.013
H -1.677 1.492 3.243
H -0.984 0.929 4.754
H 0.822 -1.819 4.386
H 1.315 -0.139 4.574
H 2.202 -2.142 2.430
H 3.205 -1.384 3.653
H 4.373 1.474 2.718
H 3.048 1.171 3.832
H 3.129 3.061 1.410
H 2.798 3.485 3.083
C 0.412 -7.254 -3.404
C 0.370 -6.039 -2.515
C -0.767 -5.748 -1.755
C -0.797 -4.664 -0.899
C 0.336 -3.855 -0.823
C 1.479 -4.105 -1.576
C 1.484 -5.203 -2.416
S 0.280 -2.499 0.241
O 1.574 -1.780 0.269
O -0.242 -2.901 1.513
N -0.681 -1.339 -0.406
C -0.129 -0.874 -1.645
C -0.359 -1.396 -2.903
C 0.316 -0.822 -3.967
C 1.192 0.237 -3.747
C 1.352 0.710 -2.464
N 0.693 0.167 -1.432
H -0.580 -7.677 -3.554
H 1.041 -8.024 -2.952
H 0.843 -7.016 -4.378
H -1.635 -6.392 -1.829
H -1.671 -4.450 -0.294
H 2.344 -3.457 -1.491
H 2.367 -5.421 -3.003
H -1.037 -2.230 -3.025
H 0.169 -1.205 -4.970
H 1.743 0.688 -4.561
H 2.032 1.526 -2.250
C -0.968 5.251 -0.991
C 0.175 4.342 -1.375
N -0.037 3.025 -0.772
C -1.196 2.539 -0.315
N -1.185 1.343 0.328
C -2.516 0.725 0.561
C -3.525 1.756 1.015
C -3.639 2.817 -0.053
N -2.308 3.257 -0.498
C -2.266 4.518 -1.256
H -0.929 6.169 -1.573
H -0.906 5.512 0.068
H 1.128 4.733 -1.023
H 0.231 4.244 -2.460
H 0.759 2.451 -0.586
H -2.413 -0.073 1.292
H -2.860 0.250 -0.362
H -3.203 2.215 1.953
H -4.497 1.294 1.181
H -4.162 3.692 0.326
H -4.198 2.443 -0.914
H -3.117 5.113 -0.936
H -2.389 4.313 -2.323